{
  "formula": "C17H21N3O4",
  "method": "wB97M-V/def2-TZVPD",
  "elements": ["C", "C", "O", "C", "O", "N", "C", "C", "N", "C", "O", "C", "C", "C", "C", "C", "C", "O", "C", "C", "C", "N", "C", "C", "H", "H", "H", "H", "H", "H", "H", "H", "H", "H", "H", "H", "H", "H", "H", "H", "H", "H", "H", "H", "H"],
  "positions_angstrom": [[-2.6280, 4.1065, -3.6043], [-1.4215, 3.2020, -3.3991], [-1.8025, 1.8309, -3.2982], [-2.2380, 1.4301, -2.0873], [-2.2761, 2.1343, -1.1067], [-2.6833, 0.1429, -2.1083], [-2.9070, -0.5245, -0.8416], [-1.9434, -1.7251, -0.7277], [-0.7713, -1.4762, -1.5253], [0.4726, -1.1559, -1.0877], [1.4077, -1.0559, -1.8745], [0.7190, -0.9701, 0.3503], [-0.0034, -0.4861, 1.4154], [0.8696, -0.4504, 2.5318], [0.7230, -0.0720, 3.8706], [1.8043, -0.1732, 4.7042], [3.0545, -0.6447, 4.2477], [4.0269, -0.6848, 5.2035], [5.3060, -1.1376, 4.8381], [3.2304, -1.0241, 2.9308], [2.1289, -0.9184, 2.0844], [2.0077, -1.2173, 0.7686], [-1.0352, -1.4490, -2.9512], [-2.3917, -0.7595, -3.1985], [-2.2957, 5.1317, -3.7400], [-3.1894, 3.7945, -4.4820], [-3.2760, 4.0581, -2.7327], [-0.8845, 3.4894, -2.4896], [-0.7472, 3.2408, -4.2572], [-3.9473, -0.8618, -0.7804], [-2.7289, 0.2147, -0.0585], [-1.6620, -1.9129, 0.3065], [-2.4256, -2.6274, -1.1231], [-1.0149, -0.1339, 1.4153], [-0.2250, 0.2922, 4.2359], [1.7365, 0.1072, 5.7433], [5.2800, -2.1735, 4.4835], [5.9094, -1.0828, 5.7429], [5.7528, -0.5015, 4.0668], [4.1721, -1.3853, 2.5497], [2.7321, -1.5076, 0.1317], [-0.2170, -0.8965, -3.4178], [-1.0432, -2.4680, -3.3569], [-3.2005, -1.4952, -3.2384], [-2.3749, -0.2039, -4.1342]],
  "mulliken_charge": [-1.122, -0.305, -0.386, 0.810, -0.655, 0.102, -0.836, -1.011, 0.083, 0.695, -0.729, 0.078, -0.249, 0.144, -0.762, -0.604, 0.941, -0.441, -0.813, -0.440, -0.784, 0.011, -0.836, -0.737, 0.387, 0.298, 0.310, 0.327, 0.336, 0.275, 0.437, 0.625, 0.323, 0.606, 0.426, 0.433, 0.323, 0.231, 0.324, 0.424, 0.222, 0.440, 0.352, 0.362, 0.389],
  "e_homo_ev": -7.76,
  "total_charge": 0,
  "smiles": "CCOC(=O)N1CCN(C(=O)c2cc3ccc(OC)cc3[nH]2)CC1",
  "gap_ha": 0.313,
  "de_lowest_kcal_mol": 38.5
}

***

{
  "formula": "C4H8S2",
  "method": "wB97M-V/def2-TZVPD",
  "elements": ["C", "C", "C", "C", "S", "S", "H", "H", "H", "H", "H", "H", "H", "H"],
  "positions_angstrom": [[-1.3775, -0.5275, 1.4030], [-0.9846, -0.8200, -0.1570], [-2.0074, -0.1203, -1.0853], [0.4091, -0.0760, -0.1159], [1.7414, -1.0094, -0.1426], [0.5514, 1.6718, 0.0629], [-1.7718, 0.4768, 1.5521], [-2.2070, -1.2118, 1.7202], [-0.5174, -0.6600, 1.9863], [-0.9136, -1.8879, -0.4219], [-2.9617, -0.6438, -1.0367], [-1.7926, -0.2247, -2.1239], [-2.0096, 0.9425, -0.8778], [-0.7484, 1.8736, 0.2072]],
  "mulliken_charge": [-1.249, 0.047, -1.138, 0.126, -0.227, -0.087, 0.361, 0.331, 0.424, 0.416, 0.350, 0.356, 0.243, 0.047],
  "e_homo_ev": -8.52,
  "total_charge": 0,
  "smiles": "CC(C)C(=S)S",
  "gap_ha": 0.314,
  "de_lowest_kcal_mol": 27.1
}

***

{
  "formula": "C21H37EuFNNbO4PS",
  "method": "wB97M-V/def2-TZVPD",
  "elements": ["C", "C", "C", "C", "C", "C", "C", "C", "Nb", "N", "C", "O", "C", "C", "O", "C", "C", "C", "F", "O", "C", "O", "C", "C", "C", "C", "C", "C", "P", "S", "H", "H", "H", "H", "H", "H", "H", "H", "H", "H", "H", "H", "H", "H", "H", "H", "H", "H", "H", "H", "H", "H", "H", "H", "H", "H", "H", "H", "H", "H", "H", "H", "H", "H", "H", "H", "H", "Eu"],
  "positions_angstrom": [[0.9762, -6.2024, 0.1603], [0.5442, -4.8156, 0.6563], [-0.7417, -4.8641, 1.5374], [-0.5416, -4.2928, 2.9550], [-0.4448, -2.7648, 3.0286], [-1.7654, -2.0381, 2.6247], [-1.7541, -1.7818, 1.0678], [-2.0746, -0.3021, 0.6520], [-0.3027, 0.9380, -0.0712], [0.7365, 0.3968, 1.6749], [-1.5967, 1.5168, -1.8740], [-1.1165, 2.7933, -2.3498], [-0.5143, 2.6957, -3.5756], [-0.9132, 3.7746, -4.5583], [0.2872, 1.8218, -3.8011], [0.6265, -0.8299, -1.1270], [-0.1794, -1.4940, -2.2303], [0.4552, -2.8177, -2.7335], [-1.5686, -1.7002, -1.9194], [1.1770, 2.1317, -0.8198], [2.2481, 2.4581, -0.0518], [3.1444, 1.7170, 0.2670], [2.3736, 3.9304, 0.3169], [2.7220, 4.3590, 1.5717], [2.8318, 5.7142, 1.7709], [2.6267, 6.6037, 0.7460], [2.2675, 6.1692, -0.5137], [2.1315, 4.8160, -0.7119], [-1.4796, 2.9729, 1.1316], [-0.5587, 3.5557, 2.7679], [1.0838, -6.9314, 0.9708], [0.2931, -6.6036, -0.5985], [1.9473, -6.1201, -0.3451], [1.3604, -4.2969, 1.1720], [0.2858, -4.2313, -0.2369], [-0.9827, -5.9307, 1.6547], [-1.5943, -4.4250, 0.9960], [0.4155, -4.6937, 3.3167], [-1.3151, -4.7176, 3.6090], [0.3968, -2.4292, 2.4053], [-0.1961, -2.4284, 4.0432], [-2.5713, -2.7541, 2.8760], [-1.8638, -1.0918, 3.1649], [-2.5750, -2.4523, 0.6580], [-0.8289, -2.2079, 0.6826], [-2.8201, -0.3147, -0.2030], [-2.5478, 0.2266, 1.5022], [1.0504, 1.2061, 2.2201], [0.1683, -0.1448, 2.3261], [-1.6812, 0.7622, -2.6627], [-2.6233, 1.7043, -1.5002], [-1.0340, 3.3823, -5.5687], [-0.1210, 4.5344, -4.5873], [-1.8184, 4.2939, -4.2320], [0.9325, -1.5380, -0.3367], [1.5699, -0.4868, -1.5701], [-0.1506, -0.8193, -3.0943], [1.1639, -3.1628, -1.9712], [-0.2972, -3.6034, -2.8638], [1.0424, -2.6488, -3.6393], [2.8929, 3.6547, 2.3778], [3.0922, 6.1392, 2.7359], [2.7124, 7.6759, 0.9027], [2.0992, 6.8653, -1.3299], [1.8361, 4.4461, -1.6905], [-1.7061, 4.0322, 0.2115], [-2.7987, 2.5498, 1.5149], [-4.4139, -1.9015, 0.4976]],
  "mulliken_charge": [-1.575, 0.359, -0.308, -1.155, -0.604, -0.870, 1.804, -1.164, -0.564, -0.551, -0.908, -0.246, 0.767, -1.220, -0.512, -0.670, 0.568, -1.493, -0.350, -0.194, -0.020, -0.525, 0.680, -0.308, -0.659, -0.428, -0.648, -0.228, 0.218, -0.389, 0.417, 0.359, 0.412, 0.426, -0.515, 0.554, -0.016, 0.416, 0.350, 0.379, 0.450, 0.506, 0.431, -0.283, -0.686, 0.018, 0.740, 0.197, 0.094, 0.564, 0.488, 0.362, 0.292, 0.313, 0.423, 0.620, 0.418, 0.381, 0.311, 0.357, 0.447, 0.382, 0.375, 0.402, 0.356, 0.036, -0.030, 1.445],
  "multiplicity": 8,
  "e_homo_ev": [-9.29, -9.30],
  "total_charge": 1,
  "gap_ha": [0.107, 0.114]
}

***

{
  "formula": "C4H9NO3",
  "method": "wB97M-V/def2-TZVPD",
  "elements": ["C", "C", "O", "O", "H", "H", "H", "H", "C", "C", "O", "N", "H", "H", "H", "H", "H"],
  "positions_angstrom": [[-0.7852, 1.8056, 0.1822], [-1.1819, 0.3623, 0.0847], [-0.1879, -0.4382, 1.3617], [-2.3404, -0.0186, 0.0472], [-0.8002, -1.1277, 1.6611], [0.2738, 1.9408, 0.3806], [-1.0514, 2.3009, -0.7517], [-1.3439, 2.2540, 1.0045], [2.0248, -0.2907, -0.0051], [0.7265, -1.0008, -0.1813], [-1.0267, -1.5352, -1.5326], [-0.2297, -0.4870, -0.9942], [-1.9211, -1.3057, -1.1894], [0.7581, -2.0873, -0.1271], [1.9102, 0.7902, 0.0071], [2.6600, -0.5479, -0.8595], [2.5151, -0.6148, 0.9117]],
  "mulliken_charge": [-1.103, 1.035, -0.600, -0.724, 0.337, 0.277, 0.279, 0.323, -1.078, 0.167, -0.445, -0.077, 0.357, 0.396, 0.207, 0.354, 0.294],
  "e_homo_ev": -9.22,
  "total_charge": 0,
  "gap_ha": 0.365,
  "de_lowest_kcal_mol": 103.3
}

***

{
  "formula": "C40H74N2O8",
  "method": "wB97M-V/def2-TZVPD",
  "elements": ["C", "C", "C", "N", "C", "H", "H", "H", "H", "H", "C", "C", "C", "N", "C", "H", "H", "H", "H", "H", "C", "C", "C", "O", "C", "H", "H", "H", "H", "H", "H", "H", "H", "C", "C", "C", "O", "C", "H", "H", "H", "H", "H", "H", "H", "H", "C", "C", "C", "O", "C", "H", "H", "H", "H", "H", "H", "H", "H", "C", "C", "C", "O", "C", "H", "H", "H", "H", "H", "H", "H", "H", "C", "C", "C", "O", "C", "H", "H", "H", "H", "H", "H", "H", "H", "C", "C", "C", "O", "C", "H", "H", "H", "H", "H", "H", "H", "H", "C", "C", "C", "O", "C", "H", "H", "H", "H", "H", "H", "H", "H", "C", "C", "C", "O", "C", "H", "H", "H", "H", "H", "H", "H", "H"],
  "positions_angstrom": [[15.5162, 14.6042, 10.2257], [16.4491, 14.0140, 11.0890], [16.8366, 14.9756, 11.9939], [16.1557, 16.1306, 11.6606], [15.3017, 15.8902, 10.6437], [15.1079, 14.1473, 9.3464], [16.8399, 13.0635, 10.8386], [17.5706, 15.0545, 12.7996], [16.0549, 16.9240, 12.2635], [14.9371, 16.7668, 10.0903], [17.0130, 17.5238, 14.5390], [16.0162, 18.5418, 14.3449], [14.8797, 18.1075, 15.0720], [15.1669, 16.8497, 15.6009], [16.4454, 16.5349, 15.2893], [18.0218, 17.5482, 14.3482], [16.3105, 19.4281, 13.8646], [13.9358, 18.5550, 15.1455], [14.5063, 16.1804, 15.9060], [16.8980, 15.6332, 15.5964], [9.6503, 15.4778, 17.1101], [9.5866, 14.7654, 15.6875], [9.3707, 15.9991, 14.7376], [9.6865, 17.2181, 15.5174], [10.2476, 16.8844, 16.7625], [10.3824, 14.8618, 17.7616], [8.6694, 15.6199, 17.5790], [8.6940, 14.1650, 15.6238], [10.4115, 14.1217, 15.5180], [8.3347, 16.0612, 14.3898], [9.9718, 16.0580, 13.8440], [10.0467, 17.6883, 17.4791], [11.3591, 16.7411, 16.6473], [13.8725, 20.7026, 11.6488], [12.7726, 19.6211, 11.9168], [13.2996, 18.4217, 11.0800], [14.5309, 18.7966, 10.5209], [14.5125, 20.2021, 10.3824], [14.6491, 20.7971, 12.4383], [13.4078, 21.7144, 11.4982], [11.7311, 19.8410, 11.6346], [12.7238, 19.3369, 12.9798], [12.5593, 18.2780, 10.3141], [13.3530, 17.6338, 11.7721], [13.9579, 20.5641, 9.5534], [15.5143, 20.5603, 10.2523], [13.8185, 9.0623, 15.2317], [13.3063, 8.1052, 14.0527], [12.1867, 8.9651, 13.4887], [11.8264, 9.9770, 14.4345], [12.6613, 9.8681, 15.5704], [14.5691, 9.7351, 14.8170], [14.3015, 8.5254, 16.1218], [12.8068, 7.1813, 14.4131], [14.0988, 7.7827, 13.4601], [11.2894, 8.4007, 13.2874], [12.3205, 9.5312, 12.4863], [12.0596, 9.2717, 16.3902], [12.8906, 10.8802, 15.8962], [12.4756, 14.2285, 12.6853], [13.3345, 13.0778, 13.2423], [13.2736, 13.3830, 14.7535], [13.2827, 14.8337, 14.8889], [13.1287, 15.3713, 13.5601], [11.4505, 14.0782, 12.7846], [12.6278, 14.4425, 11.5903], [14.4240, 13.1871, 12.9720], [12.8895, 12.1050, 12.9808], [14.1082, 12.9858, 15.3559], [12.3116, 12.9797, 15.1085], [14.0477, 15.7008, 13.0904], [12.5275, 16.2755, 13.7979], [6.5072, 14.2935, 7.1970], [7.1477, 15.6162, 7.5308], [6.3164, 16.1426, 8.6343], [5.9208, 14.9735, 9.3565], [5.5343, 14.0479, 8.2935], [7.1802, 13.4287, 7.2462], [6.1018, 14.1992, 6.2059], [7.2671, 16.4220, 6.8130], [8.1379, 15.4631, 7.8661], [5.5153, 16.7705, 8.2718], [6.8452, 16.7520, 9.3729], [4.4890, 14.2113, 7.9652], [5.6637, 12.9783, 8.6395], [13.3399, 14.0327, 19.0902], [13.0505, 15.0588, 20.2132], [14.3797, 15.8757, 20.2446], [15.4148, 15.0314, 19.6706], [14.8163, 13.7909, 19.3667], [13.1974, 14.6235, 18.1401], [12.6428, 13.1324, 19.0580], [12.9518, 14.5065, 21.1640], [12.0912, 15.6108, 19.9951], [14.6568, 16.0721, 21.2720], [14.3032, 16.8025, 19.7044], [14.8804, 13.0750, 20.2092], [15.3499, 13.3342, 18.5625], [10.8268, 11.9748, 10.0097], [12.0525, 12.2542, 9.1028], [11.7458, 13.6729, 8.6146], [11.1713, 14.2540, 9.7358], [10.2895, 13.3585, 10.3359], [11.0982, 11.4936, 10.9816], [10.0542, 11.4030, 9.5254], [12.2251, 11.4731, 8.4230], [12.9250, 12.3203, 9.7925], [11.1052, 13.6238, 7.7401], [12.6557, 14.2663, 8.4098], [9.3132, 13.5002, 9.8176], [10.2104, 13.6806, 11.3335], [7.8044, 11.4597, 11.9372], [7.0087, 12.7276, 12.1718], [7.8646, 13.5277, 13.0916], [9.0235, 12.7611, 13.4065], [8.7866, 11.4037, 13.0689], [8.2875, 11.4597, 10.9395], [7.1453, 10.6062, 11.9344], [6.0376, 12.4945, 12.6652], [6.7558, 13.3192, 11.2979], [7.3561, 13.8783, 14.0205], [8.1756, 14.4824, 12.7052], [8.2651, 10.8703, 13.8689], [9.6975, 10.9427, 12.7909]],
  "mulliken_charge": [-0.318, -1.016, -0.536, 0.188, -0.517, 0.601, 0.528, 0.392, 0.184, 0.471, -0.973, -0.285, -1.083, 0.314, -0.341, 0.549, 0.519, 0.615, 0.180, 0.519, -0.517, 0.362, -0.226, -0.550, 0.023, 0.125, 0.334, 0.375, -0.501, 0.289, 0.059, 0.414, -0.228, -0.412, -0.359, 0.811, -0.485, -0.691, 0.110, 0.348, 0.419, -0.012, 0.301, -0.752, 0.344, 0.411, -0.482, -0.734, -0.177, -0.238, -0.116, 0.255, 0.336, 0.264, 0.386, 0.295, 0.081, 0.284, -0.102, 0.935, -0.094, -0.500, -0.014, 0.235, -0.832, 0.126, 0.141, -0.103, 0.326, -0.021, -0.721, 0.186, -0.528, -0.107, -0.625, -0.377, -0.351, 0.180, 0.365, 0.384, -0.125, 0.300, 0.352, 0.281, 0.262, 0.216, -0.610, -0.489, -0.412, -0.598, -0.332, 0.356, 0.337, 0.264, 0.297, 0.313, 0.300, 0.361, 0.175, -0.632, -0.622, -0.394, 0.528, -0.655, 0.630, 0.600, 0.080, 0.357, 0.344, 0.104, -0.392, -0.168, -0.331, -0.640, -0.088, -0.165, -0.235, 0.541, 0.373, -0.224, 0.462, 0.427, 0.376, -0.161],
  "e_homo_ev": -7.78,
  "total_charge": 0,
  "smiles": "c1cc[nH]c1.c1cc[nH]c1.C1CCOC1.C1CCOC1.C1CCOC1.C1CCOC1.C1CCOC1.C1CCOC1.C1CCOC1.C1CCOC1",
  "gap_ha": 0.310
}